C3H9NS | wB97M-V/def2-TZVPD

Element x y z (Å)
1 C -1.33262 -1.58582 -0.18318
2 S -1.26126 -0.39708 -1.53746
3 H -1.98743 -1.25537 0.61406
4 H -0.34514 -1.85717 0.19485
5 H -1.69116 -2.55042 -0.55112
6 C 1.39518 0.55023 1.42480
7 C 2.16454 0.20348 0.38897
8 N 0.67899 1.73787 1.49698
9 H 1.22490 0.04070 2.36487
10 H 2.74728 -0.70496 0.38609
11 H 2.46181 0.96738 -0.31505
12 H -0.91862 0.61674 -0.73440
13 H 0.67269 2.49993 0.85677
14 H -0.12127 1.76943 2.09867

- ΔE to the lowest compared entry with this formula, charge and spin: 26.6 kcal/mol
- Energy: -572.5977 Ha
- Kohn-Sham gap: 9.1390 eV
- SMILES: C=CN.CS
- HOMO energy: -8.2574 eV

These are the Löwdin partial charges, in e, on atoms 1 to 6: atom 1 (C): -0.52, atom 2 (S): 0.62, atom 3 (H): 0.02, atom 4 (H): 0.01, atom 5 (H): 0.02, atom 6 (C): -0.31

C3H9NS | wB97M-V/def2-TZVPD

Element x y z (Å)
1 C 0.87808 -0.24437 -0.49601
2 C -0.04733 0.92614 -0.15174
3 C -1.48012 0.72413 0.35752
4 H 1.21143 -0.74433 1.17711
5 H 2.56025 -1.63153 0.13364
6 H 0.20729 -0.44658 -1.41283
7 H 1.83870 0.27722 -1.11142
8 H -0.09751 1.25751 -1.21774
9 H 0.53818 1.68737 0.56528
10 H -2.04128 1.60499 -0.02221
11 H -1.56979 0.50434 1.58762
12 H -1.00015 -1.62071 0.54305
13 N 1.24022 -1.32027 0.28116
14 S -2.23798 -0.97390 -0.23342

- ΔE to the lowest compared entry with this formula, charge and spin: 107.9 kcal/mol
- Energy: -572.4682 Ha
- Kohn-Sham gap: 9.0672 eV
- HOMO energy: -8.7499 eV

These are the Löwdin partial charges, in e, on atoms 1 to 6: atom 1 (C): -0.53, atom 2 (C): -0.35, atom 3 (C): -0.53, atom 4 (H): 0.08, atom 5 (H): 0.24, atom 6 (H): 0.08

C3H9NS | wB97M-V/def2-TZVPD

Element x y z (Å)
1 C -2.51515 1.82275 3.15971
2 N -1.69935 0.80288 3.00957
3 H -2.83306 2.28486 2.10285
4 H -2.27164 2.45796 3.93527
5 H 2.28333 -0.67338 -3.89055
6 H -1.70575 0.48622 2.07485
7 C 0.91105 -1.27353 -0.59757
8 C 1.23406 -0.43848 -1.94688
9 S 1.33226 -1.39413 -3.33502
10 H 0.13291 -2.03017 -0.75118
11 H 1.85292 -1.75305 -0.28634
12 H 0.76925 -0.48615 0.22306
13 H 0.29972 0.15072 -1.98166
14 H 2.20944 0.04350 -1.71612

- ΔE to the lowest compared entry with this formula, charge and spin: 60.2 kcal/mol
- Energy: -572.5442 Ha
- Kohn-Sham gap: 9.6666 eV
- SMILES: C=N.CCS
- HOMO energy: -8.8831 eV

These are the Löwdin partial charges, in e, on atoms 1 to 6: atom 1 (C): -0.11, atom 2 (N): 0.00, atom 3 (H): 0.10, atom 4 (H): 0.02, atom 5 (H): -0.15, atom 6 (H): -0.01

C3H9NS | wB97M-V/def2-TZVPD

Element x y z (Å)
1 C 1.18133 2.29221 -0.41204
2 S 0.66348 0.89395 0.59539
3 C -1.13246 0.93234 0.35612
4 H 1.04091 3.22894 0.12357
5 H 0.67876 2.33434 -1.37563
6 H 2.24042 2.14783 -0.61491
7 H -1.52712 0.02971 0.81934
8 H -1.60124 1.82359 0.76010
9 H -1.32165 0.84688 -0.71445
10 C -0.13921 -2.48178 -0.61180
11 N -1.29967 -2.95198 -0.44556
12 H -0.00168 -1.40133 -0.60653
13 H 0.75632 -3.09251 -0.75865
14 H -1.29597 -3.96925 -0.53606

- ΔE to the lowest compared entry with this formula, charge and spin: 24.8 kcal/mol
- Energy: -572.6006 Ha
- Kohn-Sham gap: 9.5474 eV
- SMILES: C=N.CSC
- HOMO energy: -8.5660 eV

These are the Löwdin partial charges, in e, on atoms 1 to 6: atom 1 (C): -0.44, atom 2 (S): 0.72, atom 3 (C): -0.42, atom 4 (H): 0.03, atom 5 (H): 0.04, atom 6 (H): 0.02

C3H9NS2 | wB97M-V/def2-TZVPD

Element x y z (Å)
1 N -2.15067 -1.11287 0.57348
2 C -1.99951 0.32463 0.27853
3 C -3.09849 0.65921 -0.72247
4 C -0.53531 0.66080 -0.18799
5 S 1.03966 -0.35266 0.65843
6 S 2.80877 0.02622 -0.60221
7 H -1.69540 -1.31019 1.42043
8 H -1.65357 -1.58504 -0.16058
9 H -2.14703 0.88360 1.20434
10 H -2.84739 1.59016 -1.34959
11 H -3.26369 -0.18778 -1.36466
12 H -4.02433 0.89316 -0.20172
13 H -0.32165 0.64120 -1.22981
14 H -0.39909 1.73196 0.16721
15 H 3.63190 0.48802 0.39223

- ΔE to the lowest compared entry with this formula, charge and spin: 28.1 kcal/mol
- Energy: -970.7870 Ha
- Kohn-Sham gap: 8.7893 eV
- SMILES: C[C@@H](N)CSS
- HOMO energy: -8.8539 eV

These are the Löwdin partial charges, in e, on atoms 1 to 6: atom 1 (N): 0.02, atom 2 (C): -0.50, atom 3 (C): -0.08, atom 4 (C): -0.37, atom 5 (S): 0.32, atom 6 (S): 0.24

C3H9NS2 | wB97M-V/def2-TZVPD

Element x y z (Å)
1 N 2.17300 1.40948 0.04096
2 C 1.28690 0.51107 -0.68939
3 C 0.87287 -0.62516 0.19934
4 S -0.10675 -0.17423 1.64752
5 S -1.79698 0.66092 0.80411
6 C -2.57888 -0.82043 0.07997
7 H 2.49541 2.15477 -0.55916
8 H 1.64642 1.79078 0.81779
9 H 1.84345 0.04424 -1.50524
10 H 0.41560 1.02471 -1.09779
11 H 1.78021 -1.11970 0.54449
12 H 0.27906 -1.33811 -0.37385
13 H -1.93709 -1.70056 0.05642
14 H -3.11487 -0.70563 -0.85360
15 H -3.25835 -1.11217 0.88845

- ΔE to the lowest compared entry with this formula, charge and spin: 5.5 kcal/mol
- Energy: -970.8229 Ha
- Kohn-Sham gap: 9.3007 eV
- SMILES: CSSCCN
- HOMO energy: -8.5626 eV

These are the Löwdin partial charges, in e, on atoms 1 to 6: atom 1 (N): -0.01, atom 2 (C): -0.39, atom 3 (C): -0.57, atom 4 (S): 0.49, atom 5 (S): 0.44, atom 6 (C): -0.46

C3H9NS2 | wB97M-V/def2-TZVPD

Element x y z (Å)
1 C -3.27021 2.91952 -0.51386
2 S -2.12687 1.78128 0.32211
3 S -1.31459 0.82852 -1.32934
4 H -3.64470 3.72782 0.14858
5 H -2.91877 3.37264 -1.45553
6 H -3.99487 2.19124 -0.90392
7 H -2.39619 0.87512 -2.23202
8 C 3.13337 -1.77911 0.62500
9 C 3.97993 -2.70246 1.11387
10 N 3.77453 -4.04935 1.22098
11 H 2.14178 -1.98151 0.25173
12 H 3.59132 -0.76407 0.41436
13 H 4.83680 -2.42521 1.70177
14 H 3.16954 -4.48511 0.53509
15 H 4.49618 -4.64603 1.58857

- ΔE to the lowest compared entry with this formula, charge and spin: 37.8 kcal/mol
- Energy: -970.7714 Ha
- Kohn-Sham gap: 8.5051 eV
- SMILES: C=CN.CSS
- HOMO energy: -7.9568 eV

These are the Löwdin partial charges, in e, on atoms 1 to 6: atom 1 (C): -0.51, atom 2 (S): 0.33, atom 3 (S): 0.25, atom 4 (H): 0.05, atom 5 (H): 0.03, atom 6 (H): 0.01

C3H9NS2 | wB97M-V/def2-TZVPD

Element x y z (Å)
1 C -1.75959 1.24881 0.77504
2 S -2.30874 0.43155 -0.77626
3 S -1.80267 -1.54545 -0.43012
4 H -2.60722 1.76835 1.20736
5 H -1.34067 0.48263 1.41545
6 H -0.96251 1.94681 0.51786
7 H -3.03915 -1.96935 -0.13922
8 C 1.61192 0.39849 -1.05646
9 C 1.86064 -1.09712 0.71123
10 N 1.40638 0.01463 0.33160
11 H 0.71338 0.91865 -1.38328
12 H 2.46227 1.07363 -1.18801
13 H 1.75756 -0.46604 -1.71687
14 H 1.55425 -1.47197 1.68385
15 H 2.45415 -1.73361 0.04782

- ΔE to the lowest compared entry with this formula, charge and spin: 27.2 kcal/mol
- Energy: -970.7884 Ha
- Kohn-Sham gap: 9.4626 eV
- SMILES: C=NC.CSS
- HOMO energy: -8.8990 eV

These are the Löwdin partial charges, in e, on atoms 1 to 6: atom 1 (C): -0.47, atom 2 (S): 0.34, atom 3 (S): 0.28, atom 4 (H): 0.02, atom 5 (H): 0.00, atom 6 (H): 0.02

C3H9NS2 | wB97M-V/def2-TZVPD

Element x y z (Å)
1 N -0.69005 0.85367 -1.03741
2 C -0.71230 -0.35756 -0.15048
3 C -1.52431 -0.03432 1.12475
4 C 0.72830 -0.71904 0.26153
5 S 2.05102 -1.00391 -0.88611
6 S 3.70382 0.26629 -0.60805
7 H -1.52364 1.42466 -0.99531
8 H -0.70419 0.34151 -1.91705
9 H -1.18514 -1.20737 -0.64782
10 H -2.23755 0.70361 0.73866
11 H -2.04012 -0.75254 1.76306
12 H -0.93150 0.56778 1.84790
13 H 1.11825 0.16043 0.81827
14 H 0.69996 -1.49636 1.04551
15 H 3.24744 1.25313 -1.35743

- ΔE to the lowest compared entry with this formula, charge and spin: 19.2 kcal/mol
- Energy: -970.8011 Ha
- Kohn-Sham gap: 9.4243 eV
- SMILES: C[C@@H](N)CSS
- HOMO energy: -8.9591 eV

These are the Löwdin partial charges, in e, on atoms 1 to 6: atom 1 (N): 0.02, atom 2 (C): -0.49, atom 3 (C): -0.07, atom 4 (C): -0.60, atom 5 (S): 0.42, atom 6 (S): 0.32

C3H9NS2 | wB97M-V/def2-TZVPD

Element x y z (Å)
1 N -1.89945 0.13744 -0.31853
2 C -1.50210 -1.16394 -0.77104
3 C 0.12744 -1.33415 -0.73699
4 S 0.97964 -1.25916 0.83025
5 S 0.81038 0.53419 1.85892
6 C 1.74653 1.92825 0.98171
7 H -2.35223 0.04230 0.58138
8 H -1.10282 0.77616 -0.12441
9 H -2.02624 -2.05627 -0.53752
10 H -1.50027 -1.36237 -2.02765
11 H 0.54173 -2.24971 -1.31406
12 H 0.37924 -0.31845 -1.35741
13 H 2.71107 1.45599 0.96727
14 H 1.39979 2.28575 0.13861
15 H 1.68728 2.58397 1.82946

- Total charge: +1
- ΔE to the lowest compared entry with this formula, charge and spin: 47.5 kcal/mol
- Energy: -970.4545 Ha
- Kohn-Sham gap (spin up / spin down): 9.6508 / 5.7540 eV
- 2S+1: 2
- HOMO energy (spin up / spin down): -13.8761 / -13.7931 eV

These are the Löwdin partial charges, in e, on atoms 1 to 6: atom 1 (N): 0.05, atom 2 (C): -0.27, atom 3 (C): -0.53, atom 4 (S): 0.66, atom 5 (S): 0.61, atom 6 (C): -0.26

Number 1: molecular weight 91.2 g/mol. Number 2: molecular weight 91.2 g/mol. Number 3: molecular weight 91.2 g/mol. Number 4: molecular weight 91.2 g/mol. Number 5: molecular weight 123.2 g/mol. Number 6: molecular weight 123.2 g/mol. Number 7: molecular weight 123.2 g/mol. Number 8: molecular weight 123.2 g/mol. Number 9: molecular weight 123.2 g/mol. Number 10: molecular weight 123.2 g/mol.